Entry from the Open Molecules 2025 dataset: C4H6N4 in the gas phase (the ωB97M-V functional and the def2-TZVPD basis).

Results
2S+1: 1
Orbital gap (spin up / spin down), Ha: 0.24184 / 0.31904
HOMO energy (spin up / spin down), eV: -8.91 / -9.59
Net charge: 0

Each line ends with the Löwdin charge.
Element x y z (Å)
1 N 0.05129 -0.64386 -0.08149  0.107
2 C 1.33371 -0.12312 -0.31896  -0.562
3 C -1.04697 0.14334 0.02782  -0.363
4 N 2.29964 -0.80821 0.37572  0.121
5 C -1.27612 1.46508 0.10544  0.119
6 N 1.64701 0.82963 -1.11767  0.130
7 C -2.09632 -0.91252 0.37191  -0.288
8 N -3.23082 -1.25851 0.35787  0.186
9 H -1.09512 -1.57687 0.71654  0.175
10 H 3.24307 -0.66519 0.05050  0.097
11 H 2.07054 -1.73501 0.69468  0.091
12 H 0.83514 1.27857 -1.52484  0.032
13 H -0.45931 2.14314 0.31979  0.077
14 H -2.27574 1.86354 0.02268  0.079

Forces on atoms 1 to 2 (eV/Å):
0.41 1.26 -0.18
0.10 0.49 -0.34

Entry from the Open Molecules 2025 dataset: C4H6N4 in the gas phase (the ωB97M-V functional and the def2-TZVPD basis).

Results
2S+1: 1
Orbital gap, Ha: 0.36480
HOMO energy, eV: -9.27
Structure (SMILES): [H]/N=C/N/N=C\CC#N
Net charge: 0

Each line ends with the Löwdin charge.
Element x y z (Å)
1 C -0.58748 -1.72682 -0.03921  -0.286
2 C -0.56778 1.49413 0.49103  -0.152
3 C 1.02086 1.33318 0.22382  -0.198
4 C 1.48060 1.22651 -1.05352  -0.303
5 H -0.33793 -3.56950 -0.74021  0.116
6 H -0.32786 -1.15776 -0.99039  0.121
7 H -1.28281 -0.99393 2.23591  0.220
8 H -0.78547 2.60361 0.16062  0.149
9 H 1.54779 0.54999 0.76045  0.110
10 H 1.15824 2.42774 0.53434  0.135
11 N -0.73808 -2.98069 0.15588  0.024
12 N -0.69142 -0.78557 1.17846  -0.070
13 N -1.30247 0.58368 0.93212  -0.021
14 N 1.58209 1.20799 -2.22267  0.155

Forces on atoms 1 to 2 (eV/Å):
-0.78 0.69 2.20
2.76 0.16 -2.05

Entry from the Open Molecules 2025 dataset: C4H6N4 in the gas phase (the ωB97M-V functional and the def2-TZVPD basis).

Results
2S+1: 1
Orbital gap, Ha: 0.33742
HOMO energy, eV: -9.07
Structure (SMILES): C=NN/C(C#N)=N/C
Net charge: 0

Each line ends with the Löwdin charge.
Element x y z (Å)
1 C 2.69315 -0.26722 0.00701  -0.201
2 C 0.38060 -0.13332 -0.22372  -0.320
3 C -3.22078 -0.09263 0.06978  -0.018
4 C 0.32719 1.39943 -0.11889  -0.139
5 H 2.81112 0.46044 0.76858  0.064
6 H 2.79703 0.36003 -0.90682  0.098
7 H 3.54718 -1.00723 0.14001  0.102
8 H -0.84422 -1.71975 0.22278  0.233
9 H -3.62015 -1.16390 0.47880  0.110
10 H -3.81611 0.83780 0.06183  0.054
11 N 1.46828 -0.84907 -0.01531  -0.003
12 N -0.91083 -0.66031 -0.27244  -0.058
13 N -1.93293 0.26153 -0.21022  -0.072
14 N 0.32046 2.57420 -0.00140  0.150

Forces on atoms 1 to 2 (eV/Å):
3.56 1.04 -1.15
2.13 0.48 1.66

The records above yield strongest force on any atom values of 0.05135, 0.13605, 0.13034 hartree/bohr, respectively.
The records above yield energy relative to the best compared isomer or geometry (same formula, charge and spin) values of 502.0, 510.7, 420.4 kJ/mol, respectively.